A 3-piece molecular cluster, C4H14N2O4 overall at a distorted geometry. Source: the Open Molecules 2025 dataset; level of theory: wB97M-V/def2-TZVPD.

Results
Energy relative to the best compared isomer or geometry (same formula, charge and spin)   355.3 kJ/mol
Frontier orbital gap   0.333 Ha
Structure (SMILES)   NCN[C@H](C=O)CO.O.O
LUMO level   0.378 eV
Highest occupied orbital energy   -8.680 eV

Geometry as XYZ:
```
24
C4H14N2O4 (wB97M-V/def2-TZVPD)
N -1.68 -1.95 -1.78
C -1.98 -2.39 -0.43
N -1.08 -1.89 0.67
C -0.50 -0.56 0.48
C 0.62 -0.33 -0.46
O 0.78 -0.60 -1.60
C -0.09 0.21 1.80
O -0.22 1.60 1.49
H -0.60 -2.04 -2.13
H -2.16 -0.97 -1.96
H -1.78 -3.45 -0.33
H -3.03 -1.93 -0.34
H -0.39 -2.56 0.97
H -1.42 0.09 0.17
H 1.47 0.23 -0.11
H -0.76 -0.03 2.60
H 1.00 0.14 2.00
H -0.64 1.98 2.29
O 1.05 2.89 -0.39
H 0.92 2.60 -1.22
H 0.36 2.76 0.21
O 3.57 2.24 -0.81
H 3.75 1.35 -0.70
H 2.80 2.61 -0.45
```

Mulliken atomic charge list, values in e, 8 entries:
1 N -0.58
2 C -0.52
3 N -0.27
4 C 0.37
5 C -0.12
6 O -0.49
7 C -0.82
8 O -0.46

---

One molecule with the formula C23H32N2O4S at a distorted geometry. Source: the Open Molecules 2025 dataset; level of theory: wB97M-V/def2-TZVPD.

Results
Energy relative to the best compared isomer or geometry (same formula, charge and spin)   357.3 kJ/mol
Frontier orbital gap   0.297 Ha
Structure (SMILES)   COc1ccc(CCN(C)[C@H]2CCCN(S(=O)(=O)c3ccc(C)cc3)C2)cc1OC
LUMO level   0.529 eV
Highest occupied orbital energy   -7.551 eV

Geometry as XYZ:
```
62
C23H32N2O4S (wB97M-V/def2-TZVPD)
C -5.84 3.17 0.14
O -5.99 1.77 0.17
C -4.98 0.95 -0.25
C -5.37 -0.36 -0.50
C -4.47 -1.32 -0.92
C -3.14 -1.00 -1.11
C -2.17 -2.07 -1.53
C -1.86 -3.04 -0.36
N -0.57 -2.91 0.28
C 0.51 -3.55 -0.42
C -0.29 -1.62 0.87
C 0.24 -1.75 2.30
C 0.37 -0.37 2.92
C 1.28 0.52 2.07
N 0.77 0.56 0.71
S 1.41 1.76 -0.25
O 1.32 2.99 0.48
O 0.75 1.66 -1.52
C 3.13 1.32 -0.46
C 4.06 1.78 0.46
C 5.38 1.39 0.35
C 5.78 0.53 -0.68
C 7.21 0.12 -0.81
C 4.83 0.08 -1.59
C 3.50 0.48 -1.48
C 0.71 -0.74 0.09
C -2.73 0.31 -0.86
C -3.62 1.29 -0.42
O -3.23 2.57 -0.12
C -1.87 2.91 -0.23
H -5.49 3.53 -0.83
H -5.15 3.52 0.92
H -6.83 3.57 0.34
H -6.42 -0.60 -0.36
H -4.82 -2.33 -1.10
H -1.25 -1.63 -1.90
H -2.62 -2.64 -2.35
H -2.62 -2.91 0.42
H -1.93 -4.07 -0.71
H 1.41 -3.53 0.19
H 0.75 -3.10 -1.40
H 0.25 -4.60 -0.59
H -1.24 -1.07 0.92
H -0.45 -2.37 2.88
H 1.21 -2.25 2.29
H -0.61 0.10 2.99
H 0.79 -0.43 3.93
H 1.29 1.54 2.43
H 2.31 0.11 2.08
H 3.73 2.46 1.24
H 6.11 1.75 1.05
H 7.70 0.10 0.16
H 7.30 -0.85 -1.28
H 7.74 0.84 -1.44
H 5.13 -0.57 -2.39
H 2.76 0.15 -2.19
H 0.38 -0.57 -0.94
H 1.70 -1.21 0.08
H -1.70 0.58 -1.01
H -1.50 2.81 -1.25
H -1.81 3.95 0.07
H -1.24 2.31 0.44
```

Mulliken atomic charge list, values in e, 8 entries:
1 C -0.68
2 O -0.52
3 C 0.45
4 C -0.78
5 C -0.54
6 C -0.37
7 C -1.06
8 C -0.95

---

One molecule with the formula C25H32N4O4S at a distorted geometry. Source: the Open Molecules 2025 dataset; level of theory: wB97M-V/def2-TZVPD.

Results
Energy relative to the best compared isomer or geometry (same formula, charge and spin)   142.5 kJ/mol
Frontier orbital gap   0.297 Ha
Structure (SMILES)   CC(C)N(CCNC(=O)c1cn(C)c2ccc(S(=O)(=O)N(C)C)cc2c1=O)Cc1ccccc1
LUMO level   -0.222 eV
Highest occupied orbital energy   -8.290 eV

Geometry as XYZ:
```
66
C25H32N4O4S (wB97M-V/def2-TZVPD)
C 0.93 -4.55 -0.58
C 2.37 -4.13 -0.86
C 2.72 -4.36 -2.33
N 2.64 -2.78 -0.38
C 3.85 -2.68 0.43
C 3.50 -2.85 1.92
N 2.55 -1.85 2.30
C 1.27 -2.14 2.59
O 0.87 -3.26 2.89
C 0.32 -0.99 2.47
C -0.94 -1.20 2.94
N -1.98 -0.36 2.76
C -3.26 -0.66 3.35
C -1.82 0.74 1.95
C -2.90 1.56 1.59
C -2.72 2.62 0.73
C -1.46 2.91 0.24
S -1.27 4.21 -0.99
O -2.47 4.99 -0.99
O -0.01 4.86 -0.80
N -1.20 3.39 -2.44
C -2.42 2.70 -2.79
C 0.02 2.66 -2.68
C -0.38 2.15 0.60
C -0.54 1.05 1.45
C 0.64 0.23 1.76
O 1.76 0.56 1.39
C 2.46 -1.68 -1.30
C 1.05 -1.48 -1.78
C -0.01 -1.53 -0.89
C -1.30 -1.27 -1.31
C -1.55 -0.96 -2.64
C -0.50 -0.91 -3.54
C 0.79 -1.17 -3.11
H 0.67 -4.33 0.45
H 0.82 -5.62 -0.74
H 0.23 -4.03 -1.24
H 3.01 -4.80 -0.26
H 3.75 -4.07 -2.54
H 2.62 -5.42 -2.57
H 2.05 -3.81 -2.98
H 4.61 -3.42 0.14
H 4.29 -1.68 0.30
H 4.41 -2.77 2.52
H 3.04 -3.83 2.10
H 2.72 -0.90 1.96
H -1.14 -2.12 3.47
H -3.16 -1.53 4.00
H -3.61 0.18 3.96
H -4.00 -0.88 2.59
H -3.89 1.35 1.97
H -3.55 3.25 0.43
H -2.51 1.74 -2.27
H -2.44 2.52 -3.86
H -3.25 3.35 -2.52
H 0.14 2.51 -3.75
H 0.84 3.26 -2.30
H 0.02 1.68 -2.18
H 0.61 2.39 0.25
H 2.72 -0.76 -0.76
H 3.14 -1.74 -2.18
H 0.19 -1.81 0.13
H -2.12 -1.31 -0.60
H -2.56 -0.76 -2.97
H -0.69 -0.67 -4.57
H 1.60 -1.12 -3.82
```

Mulliken atomic charge list, values in e, 8 entries:
1 C -1.32
2 C 0.05
3 C -1.46
4 N 0.69
5 C -1.20
6 C -0.92
7 N -0.15
8 C 0.18

---

A 2-piece molecular cluster, C3H9NS2 overall at a distorted geometry. Source: the Open Molecules 2025 dataset; level of theory: wB97M-V/def2-TZVPD.

Results
Energy relative to the best compared isomer or geometry (same formula, charge and spin)   92.4 kJ/mol
Frontier orbital gap   0.342 Ha
Structure (SMILES)   C=CN.CSS
LUMO level   0.530 eV
Highest occupied orbital energy   -8.774 eV

Geometry as XYZ:
```
15
C3H9NS2 (wB97M-V/def2-TZVPD)
C -0.15 2.18 0.83
C -0.69 0.98 0.80
N -2.06 0.69 0.67
H -0.63 3.07 0.44
H 0.90 2.31 1.06
H -0.10 0.09 1.00
H -2.62 1.53 0.55
H -2.22 0.06 -0.11
C 0.68 -2.31 -0.25
S 2.24 -1.44 -0.47
S 1.86 -0.41 -2.23
H 0.65 -3.20 -0.88
H 0.64 -2.61 0.79
H -0.18 -1.73 -0.56
H 1.69 0.79 -1.66
```

Mulliken atomic charge list, values in e, 8 entries:
1 C -0.94
2 C 0.12
3 N -0.50
4 H 0.25
5 H 0.29
6 H 0.35
7 H 0.23
8 H 0.23

---

A 2-piece molecular cluster, C6H10O overall. Source: the Open Molecules 2025 dataset; level of theory: wB97M-V/def2-TZVPD.

Results
Energy relative to the best compared isomer or geometry (same formula, charge and spin)   476.2 kJ/mol
Frontier orbital gap (alpha / beta)   0.318 / 0.315 Ha
LUMO level (alpha / beta)   -0.602 / -0.613 eV
Highest occupied orbital energy (alpha / beta)   -9.266 / -9.182 eV

Geometry as XYZ:
```
17
C6H10O (wB97M-V/def2-TZVPD)
C 2.84 0.78 0.50
C 0.65 -0.74 -0.49
C 0.03 -1.35 0.53
C -1.37 -0.83 0.74
C -1.61 0.02 -0.53
C -0.21 0.36 -1.07
O 0.27 1.64 -0.65
H 2.26 0.80 1.46
H 2.65 1.80 0.10
H 1.67 -0.92 -0.82
H 0.48 -2.11 1.16
H -1.43 -0.24 1.66
H -2.10 -1.64 0.85
H -2.16 -0.58 -1.27
H -2.19 0.93 -0.35
H -0.19 0.41 -2.16
H 0.19 1.66 0.32
```

Mulliken atomic charge list, values in e, 8 entries:
1 C -0.39
2 C -1.00
3 C -0.18
4 C -0.58
5 C -0.76
6 C 0.10
7 O -0.59
8 H 0.17

---

C37H55N3O2RbSeSi as an isolated structure at a distorted geometry. Source: the Open Molecules 2025 dataset; level of theory: wB97M-V/def2-TZVPD.

Results
Energy relative to the best compared isomer or geometry (same formula, charge and spin)   0.0 kJ/mol
Frontier orbital gap   0.136 Ha
Charge   -1
LUMO level   1.271 eV
Highest occupied orbital energy   -2.419 eV

Geometry as XYZ:
```
100
C37H55N3O2RbSeSi (wB97M-V/def2-TZVPD)
Rb 12.64 13.21 8.38
C 16.25 13.56 10.33
N 15.81 14.37 9.24
C 16.59 14.16 8.01
C 15.56 15.78 9.54
C 14.94 16.56 8.38
C 15.43 17.82 8.05
C 14.97 18.55 6.95
C 13.93 18.02 6.16
C 13.42 16.76 6.48
C 13.91 16.09 7.61
H 17.23 13.86 10.71
H 16.27 12.52 10.01
H 15.59 13.54 11.20
H 17.57 14.62 7.99
H 16.02 14.61 7.19
H 16.69 13.04 7.87
H 16.56 16.25 9.80
H 14.84 15.80 10.40
H 16.20 18.23 8.73
H 15.32 19.58 6.80
H 13.53 18.57 5.32
H 12.74 16.25 5.83
C 14.39 11.36 15.35
C 13.02 11.40 14.70
C 12.71 10.31 13.64
C 12.53 10.77 12.19
N 11.34 11.57 12.01
C 11.25 12.91 11.97
Se 12.69 14.06 12.03
N 9.93 13.31 12.16
C 9.42 14.71 12.04
C 9.51 15.48 13.35
C 8.63 14.99 14.57
C 9.39 13.97 15.39
C 9.12 12.14 12.25
C 7.78 11.97 12.41
C 7.34 10.64 12.59
C 8.22 9.58 12.51
C 9.58 9.80 12.24
C 10.02 11.08 12.15
H 14.45 12.16 16.12
H 15.27 11.60 14.70
H 14.55 10.41 15.86
H 12.98 12.40 14.23
H 12.25 11.31 15.53
H 11.90 9.62 14.03
H 13.59 9.71 13.60
H 12.46 9.87 11.60
H 13.42 11.31 11.88
H 8.40 14.72 11.65
H 10.06 15.21 11.28
H 9.39 16.54 13.14
H 10.60 15.40 13.58
H 7.70 14.56 14.15
H 8.40 15.92 15.14
H 9.65 13.04 14.86
H 8.82 13.63 16.27
H 10.35 14.37 15.75
H 7.06 12.79 12.57
H 6.28 10.40 12.69
H 7.79 8.60 12.66
H 10.20 8.91 12.14
C 8.95 12.80 6.09
Si 8.77 13.38 7.91
C 7.68 14.92 7.72
C 7.49 12.08 8.61
O 10.06 13.64 8.77
H 8.10 12.19 5.78
H 9.86 12.23 6.00
H 8.93 13.70 5.49
H 6.75 14.61 7.11
H 8.15 15.74 7.15
H 7.33 15.24 8.71
H 6.54 12.06 8.08
H 7.21 12.22 9.64
H 7.88 11.09 8.44
C 19.16 9.16 7.83
C 17.69 9.16 7.98
C 17.01 8.27 8.77
C 15.64 8.19 8.76
C 15.03 6.99 9.41
C 14.86 9.24 8.17
C 13.46 9.33 8.42
O 12.69 10.28 8.14
C 15.52 10.07 7.30
C 14.86 10.99 6.28
C 16.91 10.05 7.24
H 19.67 9.17 8.78
H 19.44 10.10 7.33
H 19.61 8.29 7.34
H 17.61 7.58 9.36
H 15.84 6.45 9.87
H 14.58 6.35 8.65
H 14.30 7.19 10.18
H 12.99 8.48 8.97
H 13.76 10.86 6.39
H 15.22 10.70 5.30
H 15.20 12.05 6.46
H 17.50 10.70 6.54
```

Mulliken atomic charge list, values in e, 8 entries:
1 Rb 0.63
2 C -0.87
3 N 0.88
4 C -0.59
5 C -0.96
6 C -0.05
7 C -0.45
8 C -0.74

---

no.,calculated total energy (Eh)
1,-571.1685
2,-1704.2374
3,-1890.0471
4,-970.7965
5,-309.6610
6,-4472.6540